Density functional theory data (wB97M-V/def2-TZVPD) for 10 unconnected molecules or ions with the total composition C28H76N2O10 in a non-equilibrium geometry.

## Properties
HOMO-LUMO gap   9.08 eV
HOMO level   -8.80 eV
LUMO energy   0.28 eV

Geometry (Å):
C  16.12  6.42  -16.22
H  12.18  7.80  -14.21
H  10.52  8.97  -23.06
H  9.25  11.37  -20.33
H  16.20  7.20  -20.34
H  8.78  9.11  -14.28
H  5.05  9.66  -21.42
O  12.27  6.96  -23.00
O  5.61  7.94  -22.78
H  13.07  2.98  -23.17
H  8.58  4.05  -22.89
C  9.39  5.40  -21.50
N  12.92  7.20  -20.02
H  13.96  9.53  -23.26
H  9.84  6.62  -20.27
H  8.16  11.24  -18.64
H  17.85  7.61  -18.75
H  16.27  5.24  -21.62
H  8.46  8.32  -21.31
H  9.66  6.15  -18.04
C  15.08  7.24  -17.00
C  13.38  8.80  -22.68
C  12.44  8.00  -23.62
O  9.18  10.47  -19.97
H  13.09  4.11  -16.24
H  9.79  6.14  -22.34
H  9.43  5.29  -16.59
H  14.71  9.25  -17.76
H  10.36  8.89  -20.24
C  6.43  8.06  -21.85
C  8.63  9.17  -18.12
H  10.56  12.13  -18.60
H  5.85  8.55  -23.49
H  8.04  9.47  -22.43
H  11.40  5.13  -20.82
H  11.07  4.25  -22.18
H  13.00  7.80  -24.46
C  11.57  5.21  -17.27
C  10.68  8.89  -15.26
H  10.82  9.63  -16.01
C  12.07  8.60  -14.85
H  6.43  7.05  -21.49
H  15.23  3.18  -21.76
H  14.35  4.51  -20.36
C  15.51  5.22  -22.32
H  16.07  8.57  -22.66
H  15.11  6.24  -22.58
H  16.92  6.45  -16.83
C  17.83  8.27  -19.62
C  11.96  4.23  -16.21
C  10.03  5.29  -17.42
H  12.25  5.97  -18.83
H  11.85  6.34  -23.61
H  10.02  11.57  -17.06
C  9.76  9.41  -14.13
H  14.11  7.08  -16.58
H  14.07  8.05  -22.18
H  11.05  10.60  -18.13
N  11.05  8.12  -20.47
H  12.80  8.37  -15.62
O  9.09  6.09  -20.55
C  11.91  7.78  -19.54
O  13.80  4.23  -21.04
H  9.68  10.47  -14.14
H  13.04  6.97  -21.01
C  14.57  4.07  -21.99
H  13.10  4.60  -23.47
H  18.04  9.36  -19.20
H  13.60  6.88  -19.46
H  8.27  3.54  -21.35
C  10.61  4.61  -21.28
H  10.67  7.66  -16.51
C  16.93  8.37  -22.02
H  14.88  9.08  -16.02
H  7.23  4.84  -21.89
C  11.25  8.87  -23.87
H  11.28  7.88  -21.45
H  11.57  9.90  -24.14
H  15.38  6.16  -18.34
H  18.75  8.15  -20.19
C  16.56  8.16  -20.50
C  7.88  8.43  -22.20
C  8.97  10.55  -18.73
H  16.26  9.08  -17.13
H  10.46  3.64  -20.76
H  15.84  5.36  -16.09
H  11.82  6.15  -16.80
H  8.24  7.72  -22.90
O  15.67  8.96  -20.10
O  14.90  6.97  -18.17
H  17.46  9.30  -22.18
H  16.37  6.82  -15.26
C  8.31  4.48  -21.90
H  10.74  8.39  -24.64
O  11.90  8.15  -18.16
O  12.35  5.11  -18.31
H  12.79  9.27  -21.94
H  15.26  8.56  -19.33
H  5.20  8.51  -20.17
H  7.68  8.77  -18.41
H  9.35  8.41  -18.39
C  15.26  8.77  -17.00
H  8.52  9.39  -17.05
C  13.76  3.79  -23.28
C  5.73  9.00  -20.89
O  10.23  7.82  -15.70
H  11.54  3.23  -16.32
H  17.54  7.56  -22.39
H  12.56  9.46  -14.39
H  10.04  8.96  -13.14
H  6.47  9.43  -20.25
H  11.59  4.59  -15.27
H  14.36  3.78  -24.13
H  16.17  5.05  -23.19
C  10.19  11.25  -18.10
H  9.74  4.34  -17.99

Löwdin atomic charge list, values in e, 8 entries: number 1, C, carries 0.028; number 2, H, carries 0.068; number 3, H, carries 0.068; number 4, H, carries 0.142; number 5, H, carries 0.078; number 6, H, carries 0.043; number 7, H, carries 0.098; number 8, O, carries -0.014

Density functional theory data (wB97M-V/def2-TZVPD) for 2 unconnected molecules or ions with the total composition C3H12N3 in a non-equilibrium geometry.

## Properties
HOMO-LUMO gap (alpha / beta)   9.62 / 8.19 eV
HOMO level (alpha / beta)   -13.40 / -12.13 eV
LUMO energy (alpha / beta)   -3.78 / -3.94 eV
Total charge   +1

Geometry (Å):
H  -1.74  1.02  1.47
H  -2.57  -0.20  -0.36
H  -0.91  1.47  -0.76
N  0.82  -1.92  0.32
N  1.78  0.98  -0.23
H  -1.54  -0.62  -1.73
H  -0.31  0.01  1.71
H  -1.24  -1.37  -0.15
H  0.79  -0.09  -1.71
H  -0.15  1.77  1.44
C  -0.71  0.88  1.18
C  -1.56  -0.46  -0.65
H  1.04  -2.48  -0.51
H  1.69  -1.83  0.83
H  2.67  0.76  -0.66
N  -0.62  0.61  -0.27
C  0.72  0.27  -0.69
H  1.84  1.20  0.76

Löwdin atomic charge list, values in e, 8 entries: number 1, H, carries 0.115; number 2, H, carries 0.112; number 3, H, carries 0.204; number 4, N, carries 0.037; number 5, N, carries 0.125; number 6, H, carries 0.113; number 7, H, carries 0.109; number 8, H, carries 0.076

Relative energy (zero: lowest compared OMol25 entry of this formula, charge and spin) list, top to bottom, in kJ/mol: 1233.9; 403.4
Calculated total energy list, top to bottom, in hartree: -1973.8534; -285.4118